No. 1
ORCA calculation (ωB97M-V/def2-TZVPD) on a structure of composition C15H21IN3NaO5S3.

Positions of all 49 atoms, in Å:
Na 1.0585 -0.4275 -1.2334
C 0.3661 -0.5752 1.9384
C -0.8781 -0.8870 1.0953
N -0.5774 -1.7185 -0.0627
C -0.4187 -3.1518 0.1501
C 0.9157 -3.5854 0.7601
S 2.4481 -2.9649 0.0035
C 3.0522 -1.9722 1.5380
C 2.8042 -0.4588 1.5858
N 1.4717 -0.0847 1.1309
H 0.6952 -1.4750 2.4546
H 0.0875 0.1370 2.7280
H -1.2790 0.0566 0.7153
H -1.6450 -1.3483 1.7411
H -1.2712 -1.5581 -0.7812
H -0.5178 -3.6382 -0.8188
H -1.2163 -3.5508 0.8025
H 0.9432 -4.6733 0.6812
H 0.9470 -3.3301 1.8181
H 4.1335 -2.1335 1.5154
H 2.6932 -2.4568 2.4489
H 3.5081 0.0414 0.9147
H 3.0207 -0.0698 2.5957
H 1.3912 0.9153 0.9757
O -2.7818 3.0101 -4.6004
C -1.9144 2.4101 -3.9884
C -1.1047 1.2492 -4.5112
O -1.0718 0.8511 -5.6599
C -0.3376 0.7126 -3.3493
C -0.5702 1.5917 -2.2061
O -0.0387 1.4396 -1.0634
C -1.4758 2.6471 -2.5920
O -1.8591 3.5907 -1.8642
O 0.3851 -0.3008 -3.3422
I 0.9035 -6.3347 -2.0578
C 1.7036 -4.2415 -1.9574
H 2.6562 -4.3764 -2.4871
H 1.0287 -3.7413 -2.6665
S 1.3928 4.7261 1.0436
C -0.1576 4.2237 1.4246
N -1.1980 4.0446 0.6379
C -2.4560 3.7194 1.2855
C -2.1246 3.0614 2.6168
S -0.5713 3.8566 3.1023
H -1.1954 3.8506 -0.3977
H -3.0225 3.0610 0.6268
H -3.0441 4.6295 1.4475
H -1.9791 1.9906 2.5000
H -2.8995 3.2389 3.3612

Atoms 1-3, force components in eV/Å:
0.5 -0.7 0.1
0.0 0.0 0.0
0.1 0.0 -0.1

## Properties
orbital gap = 5.15 eV
ΔE to the lowest compared entry with this formula, charge and spin = 40.3 kcal per mole
LUMO = 3.737 eV
net charge = -2



No. 2
ORCA calculation (ωB97M-V/def2-TZVPD) on a cluster of 2 separate species, C11H14N4 in total.

Positions of all 29 atoms, in Å:
C 2.6624 -1.7586 -0.2346
C 1.5393 -1.7716 0.5249
C 3.2459 -0.5996 -0.6718
C 0.9740 -0.5914 0.8331
C 2.6231 0.5952 -0.4414
C 1.4948 0.6422 0.4181
C -1.5049 -0.5465 -1.2805
C -0.6970 0.5316 -1.4201
C -2.3751 0.5222 0.6805
C -2.3670 -0.5937 -0.1362
C -3.0453 -1.8463 0.3360
N -1.8230 1.7461 0.1729
N -0.6829 1.7081 -0.5945
N 1.2069 2.9720 0.6215
N 0.7335 1.7569 0.7727
H 3.2168 -2.6147 -0.4302
H 1.1554 -2.7367 0.9986
H 4.1907 -0.6117 -1.2783
H 0.1002 -0.5479 1.5342
H 3.0242 1.5484 -0.5883
H -1.5261 -1.3669 -1.9492
H 0.0010 0.3746 -2.1583
H -2.8699 0.4401 1.6847
H -3.9426 -2.0791 -0.2224
H -3.1592 -1.8679 1.4481
H -2.3446 -2.7071 0.2178
H -1.8238 2.5165 0.7198
H 1.5903 3.2634 -0.2640
H 0.4033 3.6223 0.7067

Atoms 1-3, force components in eV/Å:
1.2 -0.1 -0.5
-0.7 -2.4 1.2
1.1 0.6 -1.5

## Properties
orbital gap (alpha / beta) = 6.92 / 6.74 eV
ΔE to the lowest compared entry with this formula, charge and spin = 80.6 kcal per mole
LUMO (alpha / beta) = 0.399 / 0.279 eV



No. 3
ORCA calculation (ωB97M-V/def2-TZVPD) on a cluster of 21 separate species, H43O21 in total.

Positions of all 64 atoms, in Å:
O 0.1655 -0.8445 -4.6944
H 1.2743 -2.8175 0.7852
H 2.3183 0.5083 -3.0781
O -2.4841 0.2963 -3.1691
H -2.3005 1.1993 -2.9238
H -0.5499 1.3906 -4.3516
O -0.0849 3.2460 2.9193
H -0.4469 2.7409 2.1961
H 3.3381 -1.4391 -3.3505
O -1.4633 -4.2944 0.4690
H 3.2486 -2.5196 -2.2853
H -1.1894 -0.7224 0.3800
O 3.1354 -2.2404 0.0714
H 1.1861 -2.4362 4.6162
H 2.5348 -2.6789 -0.5519
O 3.3482 -1.5766 -2.3938
H 0.5363 -3.1884 2.1385
H -0.6002 3.9775 -0.4885
O -2.4433 0.1153 2.6776
H 3.2424 -1.2936 0.0463
H -3.4366 -2.0111 1.0363
O -1.1747 2.1003 -4.4887
H -0.7874 -0.6003 -4.5352
H -3.2104 -2.5294 2.5131
O -0.2443 0.7509 2.5450
H -2.0304 2.9903 1.5813
H -0.0483 0.7167 3.4885
O 1.3308 -2.9271 3.8091
H -0.4033 -3.0807 0.7022
H 2.3034 -2.9352 3.8615
O 2.7516 0.0057 2.0539
H 3.2116 -0.8244 1.7764
H -2.6657 0.5594 3.5195
O -3.9282 -1.0179 -0.3864
H -4.0715 -1.4051 -1.2561
H -2.8291 0.5568 1.9177
O -2.4631 3.2277 0.7780
H 0.6246 0.5942 2.1729
H -2.3015 4.2203 0.7810
O -1.0921 4.0910 -1.3143
H -2.0176 3.9206 -1.0030
H -0.7033 2.9823 -4.3753
O 2.2492 1.0029 -3.8855
H 1.6863 2.5309 4.1561
H -3.0207 0.4942 -3.9321
O 0.5088 0.8931 -1.2321
H 3.2723 0.1371 2.8886
O 2.9239 2.5613 -0.5220
H 2.6685 3.4068 -0.9407
H 2.7284 2.0753 -1.3364
O 2.3739 1.8205 4.0728
H 3.0679 2.3880 3.6600
H 0.4237 -0.5489 -5.5579
O -0.8029 -1.4222 -0.1423
H -2.1220 -3.6770 0.8774
H -4.7045 -1.4466 0.0971
O -3.1641 -2.7746 1.5813
H -0.4012 -1.1026 -0.9693
H -1.0629 -5.1285 0.3079
O 0.5552 -3.3788 1.1617
H -0.3984 4.1512 3.0442
H 2.4223 0.6005 -4.7718
H 0.8772 1.2206 -0.3849
H 0.1977 1.7598 -1.5554

Atoms 1-3, force components in eV/Å:
-1.4 -0.1 1.1
-0.1 0.1 0.5
0.0 -1.3 -0.2

## Properties
orbital gap = 10.57 eV
ΔE to the lowest compared entry with this formula, charge and spin = 137.9 kcal per mole
LUMO = -2.561 eV
net charge = +1